[1]
ORCA calculation (ωB97M-V with the def2-TZVPD basis set) on a molecular structure, C3H6N2S3 in a non-equilibrium geometry.

Positions of all 14 atoms, in Å:
C: 0.938 1.116 0.080
C: -0.453 1.070 0.453
C: 0.154 -1.033 -0.524
N: -0.851 -0.253 0.030
N: 1.585 0.114 -0.359
S: 3.135 -0.291 -0.459
S: 0.701 -2.468 0.389
S: -2.303 -0.205 -1.058
H: 1.450 2.014 0.261
H: -0.633 1.449 1.416
H: -1.127 1.798 -0.243
H: -0.060 -1.310 -1.507
H: 0.627 -1.765 1.540
H: -3.161 -0.235 -0.021

The charge is 0. As for the multiplicity: 1. The value obtained for the energy above the lowest of the compared OMol25 structures with the same formula, charge and spin is 397.2 kJ/mol.



[2]
ORCA calculation (ωB97M-V with the def2-TZVPD basis set) on 6 unconnected molecules or ions with the total composition C43H84BrNO17 in a non-equilibrium geometry.

Positions of all 146 atoms, in Å:
C: 5.260 -2.976 2.339
C: 5.805 -1.445 2.511
C: 5.997 -0.593 1.128
C: 6.349 -1.472 -0.206
C: 5.106 -1.727 -1.238
C: 3.608 -1.574 -0.608
C: 2.847 -0.145 -1.010
C: 1.462 -0.054 -0.086
C: 1.916 0.549 1.377
C: 1.507 -0.465 2.639
C: 0.196 0.209 3.362
C: -0.231 -0.474 4.790
C: -1.821 -0.359 5.171
C: -2.355 1.158 5.486
C: -2.482 2.137 4.176
C: -3.266 1.479 2.893
C: -3.091 2.310 1.483
C: -1.869 3.390 1.316
C: -1.881 4.246 -0.082
C: -0.613 3.880 -1.099
C: 0.862 4.188 -0.445
O: 1.138 5.615 -0.200
C: 2.040 5.611 0.998
C: -3.035 1.051 0.384
C: -4.542 0.406 0.413
C: -5.045 -0.564 -0.813
Br: -7.055 -0.801 -0.639
C: -4.303 -2.028 -0.881
C: -3.956 -2.689 0.582
N: -5.395 1.685 0.461
C: -4.598 2.870 1.042
O: -5.045 4.133 1.124
H: 4.073 -3.002 2.228
H: 5.800 -3.620 1.527
H: 5.470 -3.524 3.379
H: 4.978 -0.865 3.147
H: 6.797 -1.357 3.169
H: 6.941 0.117 1.309
H: 5.089 0.168 0.983
H: 6.907 -2.503 0.022
H: 7.156 -0.835 -0.814
H: 5.225 -2.844 -1.641
H: 5.176 -0.995 -2.172
H: 2.931 -2.422 -1.107
H: 3.521 -1.732 0.547
H: 2.559 -0.119 -2.164
H: 3.551 0.767 -0.783
H: 0.925 -1.087 0.044
H: 0.693 0.669 -0.607
H: 3.068 0.854 1.422
H: 1.330 1.578 1.505
H: 2.391 -0.409 3.405
H: 1.290 -1.533 2.211
H: 0.496 1.336 3.610
H: -0.670 0.278 2.570
H: 0.002 -1.640 4.687
H: 0.443 -0.099 5.689
H: -2.430 -0.942 4.354
H: -1.966 -0.977 6.181
H: -1.684 1.677 6.319
H: -3.438 1.056 5.967
H: -1.367 2.461 3.898
H: -3.027 3.150 4.484
H: -4.413 1.331 3.190
H: -2.870 0.376 2.670
H: -0.844 2.811 1.512
H: -1.945 4.175 2.209
H: -1.790 5.407 0.174
H: -2.849 4.122 -0.733
H: -0.740 4.484 -2.101
H: -0.748 2.722 -1.348
H: 0.981 3.596 0.564
H: 1.663 3.719 -1.194
H: 2.392 6.718 1.262
H: 3.006 4.967 0.841
H: 1.506 5.194 1.961
H: -2.832 1.464 -0.695
H: -2.098 0.380 0.601
H: -4.927 -0.166 1.358
H: -4.778 0.005 -1.826
H: -5.072 -2.768 -1.410
H: -3.326 -2.056 -1.528
H: -4.158 -3.861 0.474
H: -4.639 -2.327 1.462
H: -2.804 -2.601 0.866
H: -5.785 2.002 -0.464
C: -9.461 -2.639 -2.894
O: -9.735 -3.902 -3.496
C: -8.748 -4.361 -4.307
O: -7.693 -3.793 -4.543
O: -9.137 -5.560 -4.807
C: -8.189 -6.166 -5.684
H: -10.317 -2.370 -2.269
H: -8.574 -2.699 -2.257
H: -9.338 -1.866 -3.660
H: -7.250 -6.368 -5.157
H: -8.015 -5.534 -6.560
H: -8.604 -7.119 -6.024
C: 3.731 2.631 -4.095
O: 4.391 2.508 -5.354
C: 4.782 1.244 -5.658
O: 4.616 0.255 -4.962
O: 5.390 1.273 -6.870
C: 5.858 0.003 -7.322
H: 3.462 3.681 -3.956
H: 2.812 2.036 -4.082
H: 4.397 2.334 -3.279
H: 5.024 -0.697 -7.437
H: 6.610 -0.398 -6.635
H: 6.326 0.144 -8.300
C: -4.372 -9.187 -0.385
O: -5.518 -8.362 -0.187
C: -6.316 -8.243 -1.279
O: -6.127 -8.769 -2.365
O: -7.358 -7.439 -0.953
C: -8.287 -7.222 -2.014
H: -3.807 -9.211 0.551
H: -4.671 -10.211 -0.633
H: -3.727 -8.771 -1.165
H: -8.742 -8.168 -2.327
H: -7.798 -6.728 -2.860
H: -9.078 -6.566 -1.642
C: 0.428 8.577 -0.213
O: -0.718 9.402 -0.015
C: -1.516 9.521 -1.107
O: -1.327 8.995 -2.193
O: -2.558 10.325 -0.781
C: -3.487 10.541 -1.842
H: 0.993 8.553 0.723
H: 0.129 7.553 -0.460
H: 1.073 8.993 -0.993
H: -3.942 9.596 -2.155
H: -2.998 11.036 -2.688
H: -4.278 11.198 -1.470
C: 9.484 -3.008 1.777
O: 9.989 -3.155 3.103
C: 11.087 -2.403 3.368
O: 11.645 -1.648 2.588
O: 11.457 -2.639 4.652
C: 12.608 -1.910 5.074
H: 8.607 -3.653 1.675
H: 9.174 -1.974 1.594
H: 10.231 -3.324 1.042
H: 12.423 -0.832 5.024
H: 13.480 -2.183 4.471
H: 12.813 -2.175 6.115

As for the structure (SMILES): CCCCCCCCCCCCCCCC[C@@]1(CCCCOC)C[C@H]([C@H](Br)CC)NC1=O.COC(=O)OC.COC(=O)OC.COC(=O)OC.COC(=O)OC.COC(=O)OC. The charge is 0. As for the multiplicity: 1. Its calculated total energy is -5596.211116 a.u.



[3]
ORCA calculation (ωB97M-V with the def2-TZVPD basis set) on a molecular structure, C39H40ClGaN2P2S in a non-equilibrium geometry.

Positions of all 86 atoms, in Å:
Ga: 0.989 0.440 -1.197
Cl: -0.416 0.483 -3.060
P: 0.228 2.518 -0.036
P: 1.520 -1.958 -0.995
C: -1.498 2.732 0.571
C: 0.371 3.833 -1.338
C: 1.228 3.187 1.365
C: 2.500 -2.762 0.348
C: 0.096 -3.083 -1.216
C: 2.545 -2.261 -2.498
C: -1.836 3.417 1.756
C: -3.173 3.537 2.134
C: -4.189 3.009 1.333
C: -3.862 2.340 0.150
C: -2.524 2.208 -0.232
H: -1.049 3.842 2.373
H: -3.426 4.037 3.072
H: -5.237 3.110 1.631
H: -4.650 1.924 -0.488
H: -2.244 1.694 -1.157
C: 1.226 2.460 2.570
C: 1.942 2.932 3.680
C: 2.669 4.126 3.589
C: 2.687 4.843 2.387
C: 1.982 4.376 1.276
H: 0.657 1.528 2.619
H: 1.926 2.363 4.615
H: 3.225 4.490 4.453
H: 3.259 5.773 2.316
H: 2.004 4.930 0.340
C: -0.504 4.935 -1.417
C: -0.366 5.865 -2.453
C: 0.646 5.706 -3.405
C: 1.526 4.625 -3.327
C: 1.381 3.685 -2.301
H: -1.297 5.050 -0.673
H: -1.052 6.711 -2.516
H: 0.746 6.422 -4.220
H: 2.322 4.492 -4.060
H: 2.056 2.821 -2.255
C: -0.509 -3.190 -2.482
C: -1.622 -4.021 -2.659
C: -2.136 -4.749 -1.575
C: -1.549 -4.614 -0.313
C: -0.447 -3.778 -0.115
H: -0.105 -2.618 -3.317
H: -2.082 -4.102 -3.647
H: -2.998 -5.401 -1.718
H: -1.958 -5.156 0.542
H: 0.025 -3.684 0.856
C: 2.298 -2.348 1.676
C: 2.917 -3.034 2.725
C: 3.763 -4.115 2.464
C: 3.992 -4.508 1.142
C: 3.377 -3.832 0.086
H: 1.642 -1.496 1.862
H: 2.738 -2.719 3.753
H: 4.246 -4.649 3.283
H: 4.656 -5.350 0.929
H: 3.570 -4.134 -0.943
C: 2.598 -3.525 -3.120
C: 3.389 -3.702 -4.261
C: 4.113 -2.617 -4.767
C: 4.074 -1.368 -4.145
C: 3.282 -1.193 -3.009
H: 2.024 -4.370 -2.717
H: 3.422 -4.674 -4.741
H: 4.713 -2.753 -5.670
H: 4.654 -0.528 -4.536
H: 3.236 -0.201 -2.508
H: -0.821 -0.671 1.777
H: -0.232 -0.431 1.373
C: -4.285 -2.442 0.978
N: -3.153 -1.545 1.243
C: -2.897 -1.071 2.497
S: -1.367 -1.274 3.241
N: -3.881 -0.658 3.319
C: -5.140 -0.089 2.863
H: -4.818 -2.663 1.912
H: -3.937 -3.345 0.463
H: -4.987 -1.931 0.316
H: -2.296 -1.665 0.693
H: -3.547 -0.422 4.261
H: -5.889 -0.218 3.640
H: -5.014 0.981 2.717
H: -5.463 -0.505 1.898

The charge is +2. As for the multiplicity: 1. The value obtained for the energy above the lowest of the compared OMol25 structures with the same formula, charge and spin is 0.0 kJ/mol.



Number 1 is which compound? C3H6N2S3



Which formula does entry 1 have? C3H6N2S3



What did the first record say?
ORCA calculation (ωB97M-V with the def2-TZVPD basis set) on a molecular structure, C3H6N2S3 in a non-equilibrium geometry.

Positions of all 14 atoms, in Å:
C: 0.938 1.116 0.080
C: -0.453 1.070 0.453
C: 0.154 -1.033 -0.524
N: -0.851 -0.253 0.030
N: 1.585 0.114 -0.359
S: 3.135 -0.291 -0.459
S: 0.701 -2.468 0.389
S: -2.303 -0.205 -1.058
H: 1.450 2.014 0.261
H: -0.633 1.449 1.416
H: -1.127 1.798 -0.243
H: -0.060 -1.310 -1.507
H: 0.627 -1.765 1.540
H: -3.161 -0.235 -0.021

The charge is 0. As for the multiplicity: 1. The value obtained for the energy above the lowest of the compared OMol25 structures with the same formula, charge and spin is 397.2 kJ/mol.



What is the multiplicity in the third record? 1